The following is a quantum chemistry calculation of a molecular structure, C19H16N4PdSSe in a non-equilibrium geometry, from the OMol25 dataset.

```
! RIJCOSX wB97M-V def2-TZVPD def2/J DEFGRID3
* xyz 0 1
Pd 0.612 -0.004 -0.680
N -2.802 -2.380 0.809
C -1.802 -1.507 0.569
S -1.555 -1.032 -1.070
N -1.153 -1.062 1.621
N -0.212 -0.164 1.397
C 0.576 0.301 2.331
C 0.628 -0.265 3.689
C -0.533 -0.639 4.366
C -0.457 -1.308 5.573
C 0.775 -1.615 6.127
C 1.934 -1.229 5.475
C 1.864 -0.566 4.266
C 1.476 1.358 1.891
C 2.245 2.136 2.765
C 3.078 3.110 2.254
C 3.133 3.309 0.876
C 2.307 2.545 0.074
N 1.502 1.607 0.560
H -3.241 -2.860 0.043
H -2.891 -2.738 1.743
H -1.496 -0.408 3.943
H -1.363 -1.601 6.084
H 0.836 -2.154 7.062
H 2.902 -1.464 5.895
H 2.782 -0.307 3.757
H 2.164 1.985 3.830
H 3.682 3.712 2.916
H 3.785 4.049 0.440
H 2.288 2.686 -1.004
Se 2.072 -0.734 -2.369
C 1.356 0.423 -3.717
C 0.440 1.422 -3.375
C -0.050 2.268 -4.352
C 0.354 2.124 -5.670
C 1.248 1.123 -6.014
C 1.750 0.279 -5.043
H 0.099 1.535 -2.327
H -0.749 3.050 -4.090
H -0.033 2.794 -6.426
H 1.557 1.012 -7.042
H 2.450 -0.500 -5.304
*
```

The total energy comes out at -105584.110 eV. The value obtained for the HOMO-LUMO gap is 5.9 eV. For the lowest unoccupied orbital energy, the calculation gives -1.14 eV. The energy above the lowest of the compared OMol25 structures with the same formula, charge and spin comes out at 0.890 eV. For the highest occupied orbital energy, the calculation gives -7.02 eV. The calculation puts the molar mass at 517.812 g mol⁻¹.

The following is a quantum chemistry calculation of 2 unconnected molecules or ions with the total composition C2H11O2P2 in a non-equilibrium geometry, from the OMol25 dataset.

```
! RIJCOSX wB97M-V def2-TZVPD def2/J DEFGRID3
* xyz 1 1
C 1.270 -1.745 0.847
P -0.022 -0.935 1.824
O 0.038 0.603 1.271
P -1.939 -1.612 0.916
H 1.924 -2.201 1.569
H 0.917 -2.492 0.157
H 1.831 -1.001 0.306
H -0.361 1.132 1.986
H -2.081 -1.302 -0.442
H -2.144 -2.982 1.042
H -2.957 -0.958 1.596
C 0.637 2.593 -1.960
O 0.264 1.220 -2.077
H 0.442 3.089 -2.904
H 0.050 3.089 -1.183
H 1.700 2.686 -1.725
H 0.430 0.816 -1.222
*
```

The total energy comes out at -24916.850 eV. The value obtained for the HOMO-LUMO gap is 9.0 eV. For the lowest unoccupied orbital energy, the calculation gives -4.15 eV. For the highest occupied orbital energy, the calculation gives -13.12 eV. The calculation puts the molar mass at 129.056 g mol⁻¹.

The following is a quantum chemistry calculation of a single C12H16N2O5 molecule in a non-equilibrium geometry, from the OMol25 dataset.

```
! RIJCOSX wB97M-V def2-TZVPD def2/J DEFGRID3
* xyz 0 1
N 1.175 -3.376 -0.827
C 1.491 -2.757 0.470
C 2.834 -3.498 0.767
O 2.717 -4.824 1.277
C 1.658 -1.297 0.171
O 2.724 -0.782 -0.041
N 0.621 -0.436 0.238
C -0.838 -0.720 0.252
C -1.504 0.376 1.085
C -1.380 1.913 0.671
C -0.116 2.713 0.962
C 0.047 3.985 0.370
C -0.856 4.272 -0.601
O -0.810 5.478 -1.353
C -1.930 3.560 -0.928
C -2.304 2.424 -0.213
C -1.239 -0.864 -1.207
O -0.537 -1.154 -2.210
O -2.613 -0.843 -1.295
H 2.159 -3.412 -1.471
H 0.173 -3.081 -1.251
H 0.718 -3.122 1.158
H 2.969 -2.923 1.785
H 3.689 -3.407 0.090
H 1.787 -5.339 0.887
H 0.873 0.612 0.060
H -0.991 -1.686 0.828
H -2.525 -0.099 1.169
H -0.952 0.398 2.102
H 0.865 2.507 1.638
H 0.678 4.729 0.948
H 0.104 5.852 -1.152
H -2.610 3.798 -1.655
H -3.099 1.745 -0.431
H -2.978 -0.741 -2.291
*
```

The total energy comes out at -25916.697 eV. The value obtained for the HOMO-LUMO gap is 9.1 eV. For the lowest unoccupied orbital energy, the calculation gives 0.25 eV. Its SMILES is N[C@@H](CO)C(=O)N[C@@H](Cc1ccc(O)cc1)C(=O)O. The energy above the lowest of the compared OMol25 structures with the same formula, charge and spin comes out at 7.113 eV. For the highest occupied orbital energy, the calculation gives -8.86 eV. The calculation puts the molar mass at 268.269 g mol⁻¹.

The following is a quantum chemistry calculation of a molecular structure, C3H3O2Tl in a non-equilibrium geometry, from the OMol25 dataset.

```
! RIJCOSX wB97M-V def2-TZVPD def2/J DEFGRID3
* xyz 2 1
C -0.792 -0.717 0.104
C -0.929 0.740 0.037
H -1.387 1.199 -0.845
H -1.492 -1.539 0.005
H -1.068 1.297 0.970
O 1.655 -1.330 0.094
C 0.577 -0.675 -0.089
O 0.753 0.710 -0.138
Tl 2.684 0.313 -0.138
*
```

The total energy comes out at -11921.735 eV. The value obtained for the HOMO-LUMO gap (spin up / spin down) is 7.3 / 7.7 eV. For the lowest unoccupied orbital energy (spin up / spin down), the calculation gives -13.64 / -13.04 eV. The energy above the lowest of the compared OMol25 structures with the same formula, charge and spin comes out at 1.259 eV. For the highest occupied orbital energy (spin up / spin down), the calculation gives -20.98 / -20.74 eV. The calculation puts the molar mass at 275.438 g mol⁻¹.

The following is a quantum chemistry calculation of 2 unconnected molecules or ions with the total composition C2H4NO2S in a non-equilibrium geometry, from the OMol25 dataset.

```
! RIJCOSX wB97M-V def2-TZVPD def2/J DEFGRID3
* xyz -1 1
C -0.282 0.108 -0.551
C 0.103 -0.595 0.608
N -0.271 -0.363 -1.727
O 2.701 1.700 1.633
O 3.480 -0.578 2.056
S 2.754 0.308 1.118
H -0.456 1.280 -0.303
H -0.408 -0.292 1.449
H 0.318 -1.753 0.586
H -0.732 0.188 -2.480
*
```

The total energy comes out at -18558.126 eV. The value obtained for the HOMO-LUMO gap (spin up / spin down) is 6.5 / 6.5 eV. For the lowest unoccupied orbital energy (spin up / spin down), the calculation gives 3.78 / 3.78 eV. The energy above the lowest of the compared OMol25 structures with the same formula, charge and spin comes out at 2.436 eV. For the highest occupied orbital energy (spin up / spin down), the calculation gives -2.74 / -2.75 eV. The calculation puts the molar mass at 106.126 g mol⁻¹.

The following is a quantum chemistry calculation of a molecular structure, CHF3LuNO4S2 in a non-equilibrium geometry, from the OMol25 dataset.

```
! RIJCOSX wB97M-V def2-TZVPD def2/J DEFGRID3
* xyz 2 1
N 0.445 -1.036 0.558
S 1.813 -0.758 -0.044
O 2.747 -1.833 -0.073
O 2.026 0.434 -0.852
S -0.765 0.106 0.724
O -0.470 1.338 -0.028
O -1.127 0.198 2.110
C -2.148 -0.733 -0.250
F -1.769 -0.853 -1.496
F -2.384 -1.899 0.288
F -3.190 0.053 -0.151
H 2.518 3.366 0.027
Lu 1.151 2.616 -1.046
*
```

The total energy comes out at -74153.741 eV. The value obtained for the HOMO-LUMO gap is 8.8 eV. For the lowest unoccupied orbital energy, the calculation gives -10.73 eV. The energy above the lowest of the compared OMol25 structures with the same formula, charge and spin comes out at 0.000 eV. For the highest occupied orbital energy, the calculation gives -19.55 eV. The calculation puts the molar mass at 387.117 g mol⁻¹.

The following is a quantum chemistry calculation of 9 unconnected molecules or ions with the total composition C23H61Br8O20P5 in a non-equilibrium geometry, from the OMol25 dataset.

```
! RIJCOSX wB97M-V def2-TZVPD def2/J DEFGRID3
* xyz 0 1
C 3.580 -0.657 -3.652
O 2.767 0.044 -4.641
P 2.340 -0.708 -6.003
O 1.618 0.339 -6.735
O 3.614 -1.366 -6.673
C 4.288 -0.469 -7.602
O 1.678 -2.115 -5.667
C 0.494 -2.177 -4.847
H 4.530 -0.170 -3.458
H 3.862 -1.666 -3.995
H 3.047 -0.682 -2.683
H 4.342 0.605 -7.360
H 3.767 -0.556 -8.533
H 5.313 -0.866 -7.593
H -0.412 -1.877 -5.398
H 0.609 -1.627 -3.861
H 0.386 -3.233 -4.668
C -1.789 -5.792 2.617
O -3.147 -5.656 2.071
P -3.985 -4.281 1.867
O -3.208 -3.079 1.519
O -4.757 -4.118 3.249
C -4.108 -3.841 4.448
O -5.082 -4.845 0.844
C -5.690 -3.944 -0.120
H -1.709 -5.432 3.655
H -1.074 -5.264 2.000
H -1.493 -6.816 2.624
H -3.486 -3.004 4.260
H -3.592 -4.753 4.692
H -5.004 -3.647 5.105
H -6.664 -4.259 -0.361
H -4.927 -3.813 -0.893
H -5.864 -2.987 0.303
C 1.598 3.061 3.282
O 2.287 3.161 4.581
P 3.808 3.315 4.793
O 4.645 3.123 3.546
O 4.065 2.354 6.017
C 5.400 2.157 6.593
O 4.127 4.732 5.419
C 4.659 5.718 4.479
H 2.308 3.317 2.526
H 0.836 3.856 3.277
H 1.146 2.080 3.360
H 5.211 1.638 7.509
H 5.739 3.074 6.913
H 6.085 1.664 5.907
H 4.669 6.669 4.982
H 4.004 5.686 3.640
H 5.721 5.515 4.122
C 0.657 2.901 -5.335
O -0.601 3.646 -5.252
P -0.691 5.123 -5.724
O 0.475 5.681 -6.448
O -2.068 5.090 -6.463
C -2.334 4.349 -7.672
O -1.011 5.957 -4.429
C -1.995 5.915 -3.451
H 0.427 1.878 -5.497
H 1.111 3.105 -4.381
H 1.177 3.272 -6.247
H -1.588 4.533 -8.409
H -3.288 4.792 -8.013
H -2.497 3.320 -7.401
H -1.528 6.358 -2.534
H -2.174 4.857 -3.197
H -2.994 6.376 -3.706
C 0.314 -3.282 3.399
O -0.170 -2.426 4.404
P -0.433 -0.913 4.085
O 0.377 -0.140 3.015
O -1.873 -1.137 3.439
C -2.691 -0.015 2.913
O -0.556 -0.201 5.456
C 0.455 0.597 6.152
H 0.293 -4.316 3.705
H 1.331 -3.027 3.046
H -0.322 -3.181 2.511
H -3.122 0.511 3.741
H -3.462 -0.435 2.277
H -2.116 0.614 2.205
H 1.424 0.116 6.332
H -0.041 0.758 7.045
H 0.634 1.554 5.550
Br 3.614 0.691 0.739
C 3.596 -0.149 2.505
C 3.990 -1.588 2.459
Br 4.207 -2.216 4.292
H 2.545 0.019 2.793
H 4.282 0.412 3.117
H 4.983 -1.706 2.002
H 3.246 -2.149 1.943
Br -0.730 -6.614 -3.044
C -0.956 -5.339 -1.599
C -2.277 -4.592 -1.556
Br -2.477 -3.055 -2.797
H -0.090 -4.652 -1.700
H -0.697 -5.880 -0.674
H -2.388 -4.011 -0.615
H -3.215 -5.135 -1.668
Br -0.238 0.844 -2.569
C 0.338 0.708 -0.649
C -0.269 -0.525 -0.037
Br 0.735 -2.160 -0.601
H 0.012 1.643 -0.180
H 1.415 0.576 -0.759
H -1.326 -0.761 -0.313
H -0.160 -0.465 1.031
Br -5.176 4.170 -0.304
C -4.462 2.428 0.199
C -4.471 1.479 -0.981
Br -4.415 -0.275 -0.241
H -5.054 2.033 1.027
H -3.507 2.440 0.730
H -3.463 1.547 -1.542
H -5.265 1.643 -1.579
*
```

The total energy comes out at -672584.528 eV. The value obtained for the HOMO-LUMO gap is 10.1 eV. For the lowest unoccupied orbital energy, the calculation gives 0.15 eV. Its SMILES is COP(=O)(OC)OC.COP(=O)(OC)OC.COP(=O)(OC)OC.COP(=O)(OC)OC.COP(=O)(OC)OC.BrCCBr.BrCCBr.BrCCBr.BrCCBr. The energy above the lowest of the compared OMol25 structures with the same formula, charge and spin comes out at 1.961 eV. For the highest occupied orbital energy, the calculation gives -9.93 eV. The calculation puts the molar mass at 1451.823 g mol⁻¹.

The following is a quantum chemistry calculation of 2 unconnected molecules or ions with the total composition C4H13NO2 in a non-equilibrium geometry, from the OMol25 dataset.

```
! RIJCOSX wB97M-V def2-TZVPD def2/J DEFGRID3
* xyz 0 1
C 0.292 -0.882 1.028
N -0.934 -0.922 0.238
C -1.270 -2.255 -0.295
C -1.104 0.129 -0.753
C -1.005 1.504 -0.039
O 0.226 2.199 -0.001
H 0.099 -0.258 1.924
H 0.480 -1.850 1.442
H 1.205 -0.486 0.551
H -0.319 -2.720 -0.638
H -1.981 -2.208 -1.102
H -1.847 -2.842 0.454
H -2.126 0.101 -1.181
H -0.483 0.087 -1.669
H -1.402 1.325 0.947
H -1.577 2.134 -0.750
H 0.749 1.857 0.723
O 3.075 0.392 -0.222
H 2.313 -0.128 -0.458
H 3.774 -0.164 0.154
*
```

The total energy comes out at -9942.316 eV. The value obtained for the HOMO-LUMO gap is 9.2 eV. For the lowest unoccupied orbital energy, the calculation gives 0.73 eV. Its SMILES is CN(C)CCO.O. The energy above the lowest of the compared OMol25 structures with the same formula, charge and spin comes out at 1.881 eV. For the highest occupied orbital energy, the calculation gives -8.48 eV. The calculation puts the molar mass at 107.153 g mol⁻¹.